Entry 1:
76
Properties=species:S:1:pos:R:3:lowdin_spin:R:1 method="wB97M-V/def2-TZVPD" charge=0 spin_multiplicity=6 s_squared=8.784
Ru -0.587 0.746 -0.559 1.9202
Se -2.587 0.804 0.942 0.3613
Te -4.059 2.723 1.086 0.9966
Te -3.131 3.713 -2.168 0.9135
Se -1.135 2.339 -2.412 0.5551
C 3.148 1.353 -2.256 0.0050
C 3.285 0.324 -3.201 -0.0034
C 2.307 -0.646 -3.406 0.0000
C 1.166 -0.595 -2.644 0.0019
C 1.073 0.437 -1.678 0.0335
C 1.983 1.440 -1.510 0.0292
C -0.026 -1.450 -2.822 0.0011
C -0.029 -2.621 -3.623 0.0019
C -1.182 -3.321 -3.744 -0.0037
C -2.393 -2.913 -3.097 0.0035
C -3.504 -3.751 -2.992 0.0008
C -4.567 -3.360 -2.242 0.0009
C -4.565 -2.085 -1.584 0.0007
C -3.481 -1.280 -1.674 0.0107
C -2.339 -1.664 -2.400 0.0090
N -1.165 -1.042 -2.224 0.0836
H 3.938 2.056 -2.178 0.0004
H 4.173 0.276 -3.820 -0.0002
H 2.476 -1.514 -4.094 0.0003
H 1.928 2.119 -0.695 0.0094
H 0.886 -2.915 -4.122 0.0004
H -1.232 -4.214 -4.431 -0.0001
H -3.475 -4.680 -3.563 0.0002
H -5.453 -4.006 -2.097 0.0001
H -5.389 -1.731 -1.025 0.0000
H -3.467 -0.318 -1.218 0.0087
C 2.801 -2.343 0.096 0.0002
C 2.291 -1.699 1.380 0.0006
C 3.127 -0.528 1.834 0.0003
Sb 0.218 -0.949 1.282 0.0082
C -0.760 -2.932 1.241 -0.0027
C -2.255 -2.875 1.449 0.0012
C -0.441 -3.672 -0.068 -0.0001
C 0.107 -0.412 3.384 0.0004
C -0.017 1.091 3.670 0.0057
C -0.934 -1.286 4.129 0.0003
H 3.514 -3.137 0.261 0.0000
H 3.325 -1.547 -0.455 0.0000
H 1.971 -2.795 -0.473 0.0000
H 2.184 -2.388 2.229 0.0000
H 3.170 0.234 1.002 0.0002
H 4.135 -0.790 2.015 0.0000
H 2.693 -0.081 2.724 0.0000
H -0.218 -3.433 2.074 -0.0003
H -2.434 -2.555 2.454 0.0000
H -2.691 -3.862 1.309 0.0001
H -2.698 -2.169 0.731 0.0020
H -0.961 -3.181 -0.903 -0.0001
H -0.708 -4.706 0.028 -0.0001
H 0.625 -3.627 -0.344 0.0000
H 1.045 -0.828 3.758 -0.0002
H -1.002 1.468 3.351 0.0045
H 0.646 1.723 3.112 0.0005
H 0.084 1.353 4.733 0.0001
H -1.990 -1.095 3.859 0.0002
H -0.861 -1.216 5.242 0.0001
H -0.737 -2.357 3.864 0.0000
O 1.507 3.055 1.188 0.0174
S 0.837 4.160 1.961 0.0024
C -0.214 4.844 0.691 0.0071
C 0.682 5.712 -0.187 0.0012
C 1.466 6.557 0.816 0.0001
C 2.018 5.591 1.880 0.0006
H -1.054 5.380 1.200 0.0028
H -0.607 3.928 0.223 0.0058
H 0.006 6.388 -0.757 0.0003
H 1.381 5.050 -0.704 0.0007
H 0.725 7.292 1.305 0.0001
H 2.279 7.210 0.413 0.0000
H 2.184 6.131 2.823 0.0001
H 2.968 5.073 1.634 0.0000

Entry 2:
79
Properties=species:S:1:pos:R:3:lowdin_charge:R:1 method="wB97M-V/def2-TZVPD" charge=+2 spin_multiplicity=1 relative_energy_kcal_mol=0.00
Ba 0.553 0.431 0.371 1.4572
N 0.945 -4.382 -1.184 0.1330
C 0.558 -3.188 -0.739 -0.1631
N 1.133 -2.050 -0.995 0.0056
C 2.250 -2.061 -1.839 -0.2937
N 2.831 -0.992 -2.271 0.0605
N 2.250 0.198 -1.851 -0.1087
C 2.553 1.187 -2.595 -0.0799
C 1.994 2.530 -2.365 -0.2720
C 2.383 3.560 -3.209 0.0049
C 1.838 4.824 -3.033 -0.0203
C 0.917 5.008 -2.019 -0.0293
C 0.586 3.920 -1.222 -0.1434
N 1.102 2.702 -1.371 -0.0027
C 2.784 -3.352 -2.292 -0.0889
C 3.944 -3.457 -3.068 -0.0016
C 4.385 -4.692 -3.489 -0.0445
C 3.677 -5.848 -3.152 -0.0403
C 2.531 -5.770 -2.390 -0.0010
C 2.099 -4.517 -1.966 -0.1721
H 0.405 -5.194 -0.929 0.1658
H -0.321 -3.193 -0.099 0.1161
H 3.217 1.042 -3.445 0.1335
H 3.101 3.369 -3.996 0.1252
H 2.123 5.644 -3.678 0.1253
H 0.451 5.966 -1.839 0.1187
H -0.141 4.039 -0.426 0.0984
H 4.478 -2.556 -3.332 0.1158
H 5.282 -4.767 -4.089 0.1172
H 4.028 -6.814 -3.490 0.1201
H 1.976 -6.661 -2.123 0.1226
N 2.474 -0.771 2.253 -0.0874
C 3.095 0.224 3.154 -0.2511
C 3.516 1.460 2.381 -0.2171
N 2.381 2.199 1.799 -0.1621
C 1.686 3.091 2.749 -0.2062
C 0.362 2.543 3.254 -0.2602
N -0.618 2.441 2.153 -0.0843
H 2.144 -1.561 2.798 0.0788
H 3.200 -1.154 1.651 0.0781
H 3.969 -0.181 3.670 0.1251
H 2.372 0.487 3.926 0.1052
H 4.169 1.156 1.558 0.1257
H 4.111 2.103 3.039 0.1261
H 2.748 2.771 1.048 0.0965
H 1.496 4.045 2.249 0.1249
H 2.331 3.318 3.604 0.1280
H -0.002 3.176 4.068 0.1255
H 0.499 1.544 3.676 0.0968
H -0.788 3.371 1.781 0.0713
H -1.516 2.136 2.517 0.0662
C -2.850 -2.971 1.664 -0.3032
As -2.181 -1.144 1.863 1.0241
C -2.234 -1.016 3.812 -0.3131
C -3.797 -0.159 1.362 -0.4440
C -4.869 -0.111 2.252 -0.1053
C -6.042 0.547 1.917 -0.0565
C -6.156 1.160 0.679 -0.0556
C -5.099 1.111 -0.217 -0.1015
C -3.912 0.458 0.110 -0.4405
As -2.450 0.389 -1.186 1.0222
C -3.138 -0.982 -2.393 -0.2921
C -2.820 1.971 -2.271 -0.3141
H -3.794 -3.073 2.197 0.0379
H -2.127 -3.677 2.070 0.0265
H -3.019 -3.183 0.608 0.0159
H -3.122 -1.489 4.225 0.0293
H -2.212 0.028 4.122 0.0238
H -1.355 -1.521 4.212 0.0241
H -4.801 -0.592 3.219 0.0930
H -6.863 0.577 2.619 0.1166
H -7.070 1.672 0.408 0.1168
H -5.213 1.590 -1.180 0.0944
H -4.157 -0.738 -2.686 0.0385
H -3.131 -1.948 -1.888 0.0140
H -2.504 -1.037 -3.276 0.0303
H -3.765 1.880 -2.803 0.0295
H -2.017 2.077 -3.000 0.0226
H -2.843 2.857 -1.639 0.0285

Entry 3:
85
Properties=species:S:1:pos:R:3:lowdin_charge:R:1 method="wB97M-V/def2-TZVPD" charge=-1 spin_multiplicity=1 relative_energy_kcal_mol=54.01
B -0.739 10.972 -57.422 -1.3415
F 0.001 9.929 -56.900 0.1437
F -1.083 11.822 -56.358 0.1196
F 0.081 11.654 -58.291 0.1631
F -1.853 10.491 -58.034 0.1818
C -3.878 12.072 -60.516 -0.0729
O -3.218 10.787 -60.217 -0.1380
H -3.895 12.436 -59.553 0.0528
H -4.809 11.922 -60.934 0.0518
H -3.171 12.516 -61.155 0.0631
H -2.513 10.856 -59.601 0.0003
C -2.985 7.139 -58.998 -0.1238
O -3.947 7.377 -59.992 -0.0896
H -2.128 7.020 -59.454 0.0213
H -3.365 6.271 -58.484 0.1007
H -2.654 7.924 -58.492 0.0200
H -4.251 6.570 -60.392 0.0614
C -3.406 13.803 -53.222 -0.2066
O -3.651 13.604 -54.515 -0.0656
H -3.299 12.909 -52.867 0.0185
H -3.999 14.405 -52.592 0.0903
H -2.665 14.389 -53.014 0.0249
H -2.846 13.404 -55.084 0.1117
C 2.060 14.006 -59.440 -0.1014
O 1.363 13.115 -60.299 -0.1200
H 1.533 14.901 -59.418 0.0671
H 3.027 14.076 -59.885 0.0731
H 2.279 13.458 -58.521 0.0782
H 0.854 12.619 -59.698 0.0041
C -1.903 7.586 -52.501 -0.0910
C -1.760 7.312 -53.746 -0.0475
C -2.035 8.332 -54.627 -0.3548
C -2.340 9.607 -54.284 -0.0110
C -2.492 9.787 -52.878 -0.0174
C -2.154 8.811 -51.878 -0.2727
O -2.083 8.991 -50.480 0.0167
O -2.053 8.038 -55.972 -0.0264
H -1.829 6.798 -51.796 0.1102
H -1.462 6.259 -54.104 0.1629
H -2.769 10.543 -54.910 0.1742
H -3.058 10.634 -52.509 0.0888
H -2.929 9.469 -50.377 0.1008
H -1.696 8.770 -56.694 0.1578
C 0.367 15.526 -54.368 -0.0351
C 1.427 15.670 -53.497 -0.0253
C 2.539 14.861 -53.656 -0.3022
C 2.664 14.088 -54.843 0.0040
C 1.530 13.892 -55.672 0.0158
C 0.311 14.566 -55.351 -0.3312
O -0.675 14.490 -56.236 0.0901
O 3.636 14.799 -52.809 0.0846
H -0.593 15.764 -54.279 0.0723
H 1.275 16.384 -52.555 0.1564
H 3.687 13.519 -54.927 0.1523
H 1.746 13.217 -56.389 0.0575
H -0.879 13.614 -56.320 0.0100
H 4.329 14.406 -53.084 -0.0250
C 2.279 10.090 -51.315 -0.0436
C 2.084 9.480 -52.506 -0.0438
C 1.270 9.923 -53.539 -0.3186
C 0.613 11.123 -53.360 -0.0149
C 0.829 11.856 -52.156 0.0138
C 1.776 11.396 -51.159 -0.2698
O 2.123 12.140 -50.052 0.0379
O 1.183 9.241 -54.722 0.0464
H 2.864 9.615 -50.601 0.0898
H 2.628 8.441 -52.515 0.1508
H 0.194 11.663 -54.190 0.0984
H 0.136 12.578 -52.002 0.0657
H 1.537 12.861 -49.930 0.0761
H 0.712 9.734 -55.400 0.0497
C 1.505 9.651 -60.833 -0.0186
C 1.109 8.371 -60.443 -0.0327
C 1.209 7.332 -61.312 -0.4280
C 1.815 7.512 -62.550 -0.0216
C 2.099 8.797 -62.952 -0.0063
C 2.016 10.008 -62.100 -0.2646
O 2.379 11.264 -62.434 0.0720
O 0.898 6.130 -60.894 0.0150
H 1.415 10.594 -60.172 0.1210
H 0.702 8.233 -59.374 0.1446
H 2.154 6.687 -63.316 0.1532
H 2.379 8.931 -63.835 0.0175
H 2.102 11.798 -61.730 0.0283
H 0.590 5.966 -59.908 0.1792

Entry 4:
81
Properties=species:S:1:pos:R:3:lowdin_charge:R:1 method="wB97M-V/def2-TZVPD" charge=0 spin_multiplicity=1 relative_energy_kcal_mol=1.63
Pt -0.458 -1.437 -0.031 0.6498
Br 1.802 -0.568 -0.146 0.9300
C 2.638 -2.265 0.028 -0.5473
C 3.997 -2.326 0.044 -0.1122
C 4.612 -3.588 0.164 -0.0716
C 3.845 -4.712 0.252 -0.0338
C 2.430 -4.644 0.228 -0.1689
C 1.647 -5.820 0.298 -0.0472
C 0.290 -5.719 0.260 -0.0871
C -0.340 -4.460 0.168 -0.1339
C 0.341 -3.267 0.104 -0.3009
C 1.781 -3.385 0.125 -0.2213
H 4.592 -1.426 -0.040 0.1052
H 5.692 -3.654 0.182 0.1075
H 4.311 -5.687 0.338 0.1128
H 2.140 -6.782 0.374 0.1103
H -0.323 -6.612 0.305 0.0984
H -1.419 -4.469 0.146 0.0438
C -5.215 -6.120 1.055 0.0032
C -4.496 -5.274 0.060 -0.2519
C -4.344 -5.563 -1.264 0.0423
C -3.610 -4.666 -2.063 -0.2776
N -3.099 -3.543 -1.584 0.1393
C -3.244 -3.265 -0.290 -0.7611
S -2.668 -1.845 0.459 0.6744
N -3.926 -4.133 0.512 0.1096
C -3.352 -4.957 -3.504 -0.0066
H -5.646 -6.992 0.572 0.0901
H -6.014 -5.553 1.536 0.0987
H -4.524 -6.455 1.831 0.1003
H -4.773 -6.462 -1.680 0.1262
H -3.963 -3.886 1.494 0.1496
H -4.067 -5.667 -3.914 0.0833
H -2.349 -5.385 -3.591 0.1020
H -3.360 -4.031 -4.075 0.0931
C 2.131 3.968 3.128 -0.0620
C 1.893 5.056 2.098 -0.5296
C 2.182 6.450 2.617 -0.0539
O 2.761 4.808 0.981 -0.3417
P 2.072 4.507 -0.470 -0.2109
S 1.240 6.100 -1.212 0.1517
S 0.970 2.854 -0.281 0.2935
O 3.421 4.167 -1.285 -0.3313
C 4.255 3.079 -0.850 -0.5152
C 4.396 2.118 -2.015 -0.0566
C 5.577 3.653 -0.380 -0.0480
H 1.526 4.143 4.022 0.0774
H 3.184 3.957 3.421 0.0817
H 1.876 2.997 2.702 0.0516
H 0.856 5.006 1.755 0.0943
H 3.221 6.519 2.948 0.0819
H 1.531 6.692 3.460 0.0778
H 2.021 7.177 1.821 0.0677
H 3.758 2.564 -0.023 0.0936
H 4.807 2.639 -2.882 0.0843
H 3.416 1.718 -2.282 0.0623
H 5.066 1.292 -1.758 0.0732
H 6.066 4.190 -1.195 0.0839
H 6.242 2.854 -0.041 0.0775
H 5.408 4.348 0.443 0.0743
C -1.790 1.511 -2.560 -0.0260
N -2.223 2.075 -1.296 -0.0726
C -3.019 3.290 -1.389 -0.1476
C -3.739 3.561 -0.086 -0.1479
C -2.725 3.502 1.034 -0.1493
N -2.057 2.211 1.023 -0.0819
C -1.484 1.770 2.280 -0.0281
C -1.760 1.583 -0.132 -0.5703
O -0.988 0.591 -0.132 -0.3736
H -2.651 1.137 -3.121 0.0909
H -1.093 0.701 -2.381 0.0746
H -1.285 2.282 -3.145 0.0996
H -3.728 3.163 -2.210 0.1231
H -2.361 4.128 -1.643 0.1361
H -4.515 2.809 0.080 0.1203
H -4.215 4.541 -0.121 0.1194
H -3.199 3.626 2.009 0.1237
H -1.975 4.295 0.919 0.1319
H -2.279 1.579 3.005 0.0916
H -0.812 2.541 2.665 0.0856
H -0.901 0.869 2.124 0.0744

Entry 5:
80
Properties=species:S:1:pos:R:3:lowdin_charge:R:1 method="wB97M-V/def2-TZVPD" charge=0 spin_multiplicity=1 relative_energy_kcal_mol=0.00
Ca -0.086 0.698 0.490 1.0780
C -2.357 -2.563 4.124 -0.1077
C -2.061 -1.328 3.274 -0.5268
C -3.348 -0.732 2.693 -0.1088
P -0.782 -1.449 1.910 1.0196
C 0.462 -2.690 2.519 -0.5378
C 1.465 -2.925 1.384 -0.1197
C 1.148 -2.156 3.785 -0.1258
C -1.586 -2.301 0.521 -0.3076
C -2.502 -3.339 0.714 -0.0673
C -3.296 -3.838 -0.301 -0.2873
C -4.247 -4.984 -0.077 -0.0577
C -3.199 -3.212 -1.546 -0.0407
C -2.270 -2.225 -1.781 -0.0350
C -1.372 -1.781 -0.783 -0.3202
N -0.371 -0.857 -1.023 -0.1447
C 0.212 -0.781 -2.269 -0.3111
C 0.278 -1.887 -3.154 -0.0396
C 0.745 -1.777 -4.443 -0.0457
C 1.207 -0.561 -4.948 -0.2884
C 1.666 -0.418 -6.376 -0.0595
C 1.285 0.490 -4.054 -0.0717
C 0.852 0.403 -2.727 -0.3157
P 1.269 1.747 -1.567 1.0348
C 3.099 1.994 -1.966 -0.5168
C 3.437 3.082 -2.985 -0.1171
C 3.888 2.239 -0.675 -0.1419
C 0.434 3.243 -2.296 -0.5529
C 0.609 4.434 -1.351 -0.1090
C -1.048 2.948 -2.534 -0.1010
H -2.961 -2.264 4.985 0.0818
H -1.451 -3.033 4.504 0.0527
H -2.929 -3.308 3.573 0.0607
H -1.617 -0.577 3.937 0.1006
H -3.867 -1.468 2.080 0.0727
H -3.138 0.136 2.065 0.0552
H -4.019 -0.419 3.495 0.0816
H -0.050 -3.632 2.734 0.1048
H 1.971 -1.996 1.117 0.0486
H 0.958 -3.296 0.492 0.0704
H 2.219 -3.657 1.682 0.0783
H 1.220 -1.066 3.758 0.0423
H 2.158 -2.562 3.880 0.0640
H 0.597 -2.424 4.687 0.0648
H -2.591 -3.782 1.698 0.0907
H -4.392 -5.175 0.986 0.0707
H -3.867 -5.902 -0.532 0.0778
H -5.219 -4.776 -0.525 0.0757
H -3.863 -3.516 -2.349 0.1137
H -2.221 -1.758 -2.755 0.1136
H -0.062 -2.849 -2.796 0.1100
H 0.752 -2.656 -5.079 0.1116
H 1.188 -1.162 -7.014 0.0718
H 2.747 -0.557 -6.457 0.0775
H 1.428 0.571 -6.767 0.0737
H 1.699 1.430 -4.404 0.0936
H 3.405 1.030 -2.379 0.1044
H 3.166 4.074 -2.622 0.0701
H 2.951 2.922 -3.946 0.0558
H 4.515 3.074 -3.160 0.0810
H 3.481 3.087 -0.118 0.0741
H 4.934 2.455 -0.905 0.0764
H 3.856 1.363 -0.033 0.0324
H 0.906 3.470 -3.255 0.0923
H 0.083 4.263 -0.408 0.0629
H 0.195 5.339 -1.800 0.0842
H 1.659 4.624 -1.120 0.0580
H -1.553 2.672 -1.607 0.0590
H -1.175 2.135 -3.249 0.0731
H -1.542 3.838 -2.930 0.0837
O -1.683 3.672 1.556 0.0771
N -1.278 2.530 1.411 -0.5874
O -0.237 2.120 1.996 -0.1967
O -1.870 1.712 0.646 -0.1961
Cl 3.663 0.625 5.128 0.6416
C 4.294 0.435 3.485 -1.5933
Cl 5.070 -1.152 3.300 0.6300
Cl 5.456 1.724 3.120 0.6334
C 3.193 0.511 2.539 -0.3709
N 2.337 0.542 1.781 0.2214

Entry 6:
80
Properties=species:S:1:pos:R:3:lowdin_charge:R:1 method="wB97M-V/def2-TZVPD" charge=+1 spin_multiplicity=1 relative_energy_kcal_mol=4.76
Ca 0.244 -0.074 0.236 0.9127
C 1.012 -2.804 3.414 -0.2684
P 1.392 -1.099 2.899 0.8100
C 1.070 -0.150 4.430 -0.2599
C 3.232 -1.144 2.860 -0.4213
C 3.825 0.103 2.207 -0.4303
P 3.330 0.290 0.446 0.7844
C 4.261 -1.063 -0.358 -0.2683
C 4.334 1.756 0.004 -0.2726
H -0.050 -2.876 3.645 0.0283
H 1.599 -3.094 4.288 0.0529
H 1.226 -3.483 2.587 0.0403
H 1.589 -0.581 5.287 0.0518
H -0.004 -0.156 4.625 0.0426
H 1.385 0.888 4.305 0.0258
H 3.519 -2.036 2.298 0.0754
H 3.624 -1.271 3.873 0.0901
H 4.918 0.090 2.257 0.0891
H 3.496 1.007 2.733 0.0680
H 5.304 -1.073 -0.039 0.0545
H 4.221 -0.933 -1.441 0.0424
H 3.800 -2.025 -0.129 0.0337
H 5.373 1.616 0.311 0.0533
H 3.944 2.645 0.504 0.0165
H 4.313 1.928 -1.070 0.0217
C 1.868 2.022 -3.066 -0.2439
P 0.585 2.180 -1.765 0.8257
C 0.874 3.905 -1.229 -0.2803
C -0.933 2.267 -2.783 -0.3916
C -1.432 3.491 -3.228 -0.0864
C -2.553 3.554 -4.038 -0.0629
C -3.186 2.383 -4.425 -0.0614
C -2.702 1.162 -3.986 -0.0824
C -1.584 1.080 -3.156 -0.3787
P -0.983 -0.547 -2.540 0.8544
C -2.495 -1.571 -2.529 -0.2554
C -0.139 -1.260 -4.001 -0.2533
H 1.713 2.762 -3.852 0.0588
H 1.839 1.027 -3.507 0.0202
H 2.854 2.170 -2.627 0.0179
H 0.986 4.591 -2.069 0.0467
H 1.799 3.931 -0.651 0.0265
H 0.062 4.245 -0.586 0.0515
H -0.948 4.415 -2.942 0.0911
H -2.928 4.514 -4.367 0.1119
H -4.058 2.418 -5.064 0.1122
H -3.216 0.263 -4.295 0.0949
H -2.971 -1.613 -3.507 0.0439
H -3.199 -1.195 -1.787 0.0497
H -2.202 -2.585 -2.260 0.0278
H -0.794 -1.246 -4.873 0.0528
H 0.126 -2.292 -3.762 0.0274
H 0.775 -0.720 -4.237 0.0217
O -2.337 -0.458 0.747 -0.3950
S -2.090 -1.781 1.330 0.5923
O -2.108 -1.802 2.767 -0.2895
N -0.686 -2.254 0.676 -0.3082
C -0.798 -3.361 -0.074 -0.9055
S 0.433 -3.959 -0.995 0.6461
C -2.189 -3.912 -0.038 -0.2544
C -2.671 -5.064 -0.634 -0.0165
C -4.024 -5.351 -0.510 -0.0410
C -4.881 -4.505 0.192 -0.0491
C -4.403 -3.350 0.798 -0.0216
C -3.056 -3.083 0.657 -0.2352
H -1.996 -5.710 -1.179 0.1101
H -4.423 -6.248 -0.965 0.1136
H -5.930 -4.755 0.272 0.1133
H -5.056 -2.693 1.356 0.1261
I 2.540 4.763 3.164 0.9241
C 0.841 3.582 2.972 -0.7229
C -0.248 3.712 3.823 -0.1080
C -1.334 2.873 3.630 -0.0277
C -1.298 1.939 2.606 -0.1173
N -0.250 1.820 1.787 -0.0396
C 0.794 2.629 1.972 -0.2780
H -0.248 4.447 4.616 0.1095
H -2.202 2.938 4.271 0.1193
H -2.121 1.259 2.429 0.1008
H 1.629 2.505 1.290 0.0428

no.,electronic energy (eV),largest force on an atom (eV Å⁻¹),molar mass (g mol⁻¹)
1,-198437.7303,2.26,1073.6
2,-163967.4212,0.26,775.9
3,-65799.0958,11.23,655.4
4,-156875.6944,0.60,882.8
5,-114880.1251,3.75,675.0
6,-122125.0140,0.11,791.7